# 1
Formula: C35H15F6N7W
Source: the Open Molecules 2025 dataset
Level of theory: the ωB97M-V functional and the def2-TZVPD basis

Geometry as ORCA input:
```
! wB97M-V def2-TZVPD RIJCOSX def2/J DEFGRID3
* xyz 2 3
W 0.4443 0.4948 -1.4498
F 5.7359 1.3869 -2.4140
C 4.7445 1.4835 -1.5394
C 3.4852 1.0339 -1.9157
C 2.4227 1.1283 -1.0237
C 2.6499 1.7055 0.2505
C 3.9330 2.1179 0.5787
F 4.1718 2.6412 1.7827
C 4.9991 2.0178 -0.2960
C 1.4745 1.8716 1.1076
C 1.3850 2.5131 2.3341
C 0.1457 2.6323 2.9451
C -0.9889 2.1103 2.3368
C -0.8336 1.4635 1.1337
N 0.3655 1.3501 0.5375
H 3.3756 0.6410 -2.9156
H 5.9870 2.3525 -0.0107
H 2.2653 2.9249 2.7983
H 0.0666 3.1392 3.8978
H -1.9676 2.1955 2.7852
H -1.6815 1.0198 0.6216
C -1.0652 5.9147 -2.8013
C -0.0689 5.4764 -1.9368
C 0.2558 4.1330 -1.8821
C -0.4309 3.2431 -2.7013
C -1.4194 3.6640 -3.5813
C -1.7330 5.0129 -3.6196
N -0.0589 1.8776 -2.6241
N -0.7553 0.9421 -3.3534
C -0.0787 -0.2169 -3.5650
C -0.6833 -1.2442 -4.3668
C 0.0438 -2.3421 -4.6737
C 1.3793 -2.5212 -4.1853
C 1.9606 -1.6236 -3.3449
C 1.1881 -0.5251 -2.9051
H -1.3144 6.9660 -2.8452
H 0.4611 6.1849 -1.3153
H 1.0481 3.7752 -1.2349
H -1.9239 2.9543 -4.2208
H -2.4983 5.3621 -4.2988
H -1.6599 -1.0529 -4.7913
H -0.3712 -3.0929 -5.3322
H 1.9222 -3.4117 -4.4738
H 2.9508 -1.7887 -2.9409
F -1.6704 -5.9669 1.7114
C -1.8224 -4.9053 2.4714
C -2.2552 -5.0720 3.7779
F -2.4814 -6.2958 4.2085
C -2.4276 -3.9836 4.6254
C -2.1527 -2.7059 4.1190
C -1.7180 -2.5381 2.8318
F -1.4646 -1.3048 2.3796
C -1.5353 -3.6262 1.9558
C -1.0823 -3.4370 0.6173
C -0.7648 -2.1822 0.0648
N -0.4221 -1.2156 -0.4661
C -0.8972 -4.4694 -0.3383
N -0.7846 -5.2680 -1.1618
F -2.3280 -1.6364 4.8774
C -2.8751 -4.1645 6.0221
C -3.9117 -5.0589 6.3129
N -4.7668 -5.8086 6.5216
C -2.2539 -3.4312 7.0426
N -1.7144 -2.8400 7.8761
*
```

⟨S²⟩ ... 2.046
ΔE to the lowest compared entry with this formula, charge and spin ... 0.0 kJ/mol
Frontier orbital gap (spin up / spin down) ... 6.11 / 4.64 eV
E_tot ... -2391.5646 Eh

In elementary charge units, the natural (NBO) charges are: number 1, W, carries 1.512; number 2, F, carries -0.279; number 3, C, carries 0.440; number 4, C, carries -0.247; number 5, C, carries -0.254; number 6, C, carries -0.134; number 7, C, carries 0.446; number 8, F, carries -0.295; number 9, C, carries -0.292; number 10, C, carries 0.239; number 11, C, carries -0.215; number 12, C, carries -0.080; number 13, C, carries -0.239; number 14, C, carries 0.081; number 15, N, carries -0.535; number 16, H, carries 0.244; number 17, H, carries 0.278; number 18, H, carries 0.270; number 19, H, carries 0.255; number 20, H, carries 0.259; number 21, H, carries 0.219; number 22, C, carries -0.166; number 23, C, carries -0.177; number 24, C, carries -0.237; number 25, C, carries 0.141; number 26, C, carries -0.220; number 27, C, carries -0.178; number 28, N, carries -0.302; number 29, N, carries -0.251; number 30, C, carries 0.129; number 31, C, carries -0.200; number 32, C, carries -0.168; number 33, C, carries -0.121; number 34, C, carries -0.254; number 35, C, carries -0.130; number 36, H, carries 0.241; number 37, H, carries 0.235; number 38, H, carries 0.215; number 39, H, carries 0.246; number 40, H, carries 0.242; number 41, H, carries 0.258; number 42, H, carries 0.254; number 43, H, carries 0.251; number 44, H, carries 0.254; number 45, F, carries -0.246; number 46, C, carries 0.407; number 47, C, carries 0.407; number 48, F, carries -0.256; number 49, C, carries -0.096; number 50, C, carries 0.344; number 51, C, carries 0.405; number 52, F, carries -0.304; number 53, C, carries -0.164; number 54, C, carries -0.151; number 55, C, carries 0.552; number 56, N, carries -0.484; number 57, C, carries 0.210; number 58, N, carries -0.132; number 59, F, carries -0.264; number 60, C, carries -0.101; number 61, C, carries 0.201; number 62, N, carries -0.126; number 63, C, carries 0.207; number 64, N, carries -0.146

---

# 2
Formula: C5H11N
Source: the Open Molecules 2025 dataset
Level of theory: the ωB97M-V functional and the def2-TZVPD basis

Geometry as ORCA input:
```
! wB97M-V def2-TZVPD RIJCOSX def2/J DEFGRID3
* xyz 0 1
C -1.4258 0.4328 1.2731
C -0.2344 0.3727 0.3554
C 0.1730 1.7490 -0.1771
C 0.2823 -0.7311 -0.2031
C 1.1450 -0.6943 -1.4545
N 0.1659 -2.0142 0.3768
H -1.5827 -0.5127 1.7911
H -1.2988 1.2896 1.9321
H -2.3749 0.5594 0.7477
H -0.3439 1.8669 -1.1235
H -0.1717 2.5436 0.4830
H 1.2504 1.8642 -0.2945
H 1.2865 -1.6780 -1.8757
H 2.0793 -0.2016 -1.1921
H 0.5795 -0.0851 -2.1612
H -0.5282 -2.1922 1.0788
H 0.9986 -2.5689 0.4439
*
```

ΔE to the lowest compared entry with this formula, charge and spin ... 79.6 kJ/mol
Structure (SMILES) ... CC(C)=C(C)N
Frontier orbital gap ... 8.45 eV
E_tot ... -251.8322 Eh

In elementary charge units, the natural (NBO) charges are: number 1, C, carries -0.627; number 2, C, carries -0.086; number 3, C, carries -0.633; number 4, C, carries 0.187; number 5, C, carries -0.652; number 6, N, carries -0.853; number 7, H, carries 0.200; number 8, H, carries 0.210; number 9, H, carries 0.211; number 10, H, carries 0.207; number 11, H, carries 0.209; number 12, H, carries 0.209; number 13, H, carries 0.222; number 14, H, carries 0.219; number 15, H, carries 0.222; number 16, H, carries 0.378; number 17, H, carries 0.377

---

# 3
Formula: C36H35HgN4O3S3Sb
Source: the Open Molecules 2025 dataset
Level of theory: the ωB97M-V functional and the def2-TZVPD basis

Geometry as ORCA input:
```
! wB97M-V def2-TZVPD RIJCOSX def2/J DEFGRID3
* xyz -1 2
Hg 0.6494 -0.7472 0.9667
C -1.8717 2.2911 3.6892
C -1.4971 1.5337 2.4329
N -0.4015 0.8204 2.4313
N 0.2795 0.8345 3.6140
C 1.2359 0.0354 3.8754
S 1.9645 -1.2318 2.9922
S 1.9079 0.3431 5.5102
C 2.5948 2.0315 5.1847
C 3.7168 1.8592 4.2230
C 4.9647 1.4621 4.6902
C 5.9504 1.0760 3.8036
C 5.6979 1.0807 2.4416
C 4.4799 1.5345 1.9649
C 3.4939 1.9281 2.8519
C -2.3721 1.6565 1.2885
C -3.5222 2.4619 1.4020
C -4.3727 2.7138 0.3550
C -4.0673 2.2017 -0.9046
C -2.9907 1.3723 -1.0491
C -2.1455 1.0067 0.0316
O -1.2382 0.1179 -0.1732
H -1.0508 2.2294 4.3975
H -2.7527 1.8390 4.1421
H -2.0727 3.3381 3.4716
H 2.9179 2.3948 6.1589
H 1.7724 2.6276 4.7956
H 5.1406 1.4274 5.7573
H 6.9089 0.7425 4.1769
H 6.4461 0.7130 1.7541
H 4.2867 1.5486 0.9022
H 2.5330 2.2653 2.4823
H -3.7706 2.8980 2.3554
H -5.2553 3.3196 0.5040
H -4.6851 2.4493 -1.7586
H -2.7251 0.9782 -2.0219
C -2.2744 -4.2919 4.0313
O -1.9361 -4.6253 2.6904
C -1.2351 -3.6644 2.0376
O -1.0292 -2.5676 2.4895
N -0.7742 -4.1324 0.8492
N -0.0850 -3.2404 0.0192
H -2.8503 -5.1347 4.4088
H -2.8554 -3.3676 4.0714
H -1.3676 -4.1450 4.6227
H -1.2171 -4.9517 0.4432
H -0.6789 -2.8445 -0.7162
H 0.7108 -3.6993 -0.4209
S 1.7492 -0.8794 -1.1837
Sb -0.0826 -0.2016 -2.5252
C 1.0929 -0.3905 -4.3687
C 0.6920 -1.3087 -5.3242
C 1.4413 -1.5147 -6.4717
C 2.6006 -0.7860 -6.6796
C 3.0033 0.1418 -5.7328
C 2.2538 0.3327 -4.5828
C 0.1686 1.9786 -2.2893
C 0.4496 2.5419 -1.0558
C 0.4123 3.9144 -0.8881
C 0.0469 4.7326 -1.9438
C -0.2721 4.1736 -3.1707
C -0.2065 2.8022 -3.3414
C -1.7597 -2.3599 -2.6755
C -1.3146 -3.6515 -2.9122
C -2.0574 -4.7432 -2.4816
C -3.2436 -4.5421 -1.7965
C -3.6904 -3.2554 -1.5454
C -2.9506 -2.1703 -1.9910
H -0.2207 -1.8687 -5.1636
H 1.1252 -2.2467 -7.2062
H 3.1899 -0.9446 -7.5754
H 3.9098 0.7120 -5.8961
H 2.5823 1.0470 -3.8384
H 0.7029 1.9021 -0.2145
H 0.6565 4.3492 0.0709
H 0.0125 5.8050 -1.8100
H -0.5756 4.8070 -3.9959
H -0.4485 2.3588 -4.3028
H -0.3797 -3.8140 -3.4335
H -1.7048 -5.7491 -2.6762
H -3.8252 -5.3901 -1.4638
H -4.6140 -3.0998 -1.0025
H -3.3045 -1.1670 -1.7985
*
```

⟨S²⟩ ... 0.766
ΔE to the lowest compared entry with this formula, charge and spin ... 122.4 kJ/mol
Frontier orbital gap (spin up / spin down) ... 6.51 / 6.76 eV
E_tot ... -3425.8001 Eh

In elementary charge units, the Löwdin charges are: number 1, Hg, carries 0.686; number 2, C, carries -0.037; number 3, C, carries -0.236; number 4, N, carries -0.016; number 5, N, carries -0.127; number 6, C, carries -1.160; number 7, S, carries 0.518; number 8, S, carries 0.832; number 9, C, carries -0.407; number 10, C, carries -0.330; number 11, C, carries -0.066; number 12, C, carries -0.094; number 13, C, carries -0.098; number 14, C, carries -0.082; number 15, C, carries -0.071; number 16, C, carries -0.105; number 17, C, carries -0.063; number 18, C, carries -0.122; number 19, C, carries -0.096; number 20, C, carries -0.056; number 21, C, carries -0.382; number 22, O, carries -0.331; number 23, H, carries 0.055; number 24, H, carries 0.090; number 25, H, carries 0.077; number 26, H, carries 0.070; number 27, H, carries 0.067; number 28, H, carries 0.108; number 29, H, carries 0.095; number 30, H, carries 0.096; number 31, H, carries 0.104; number 32, H, carries 0.109; number 33, H, carries 0.089; number 34, H, carries 0.087; number 35, H, carries 0.098; number 36, H, carries 0.073; number 37, C, carries -0.063; number 38, O, carries -0.045; number 39, C, carries -0.581; number 40, O, carries 0.035; number 41, N, carries 0.018; number 42, N, carries 0.010; number 43, H, carries 0.087; number 44, H, carries 0.093; number 45, H, carries 0.097; number 46, H, carries 0.139; number 47, H, carries 0.031; number 48, H, carries 0.083; number 49, S, carries -0.024; number 50, Sb, carries 1.244; number 51, C, carries -0.403; number 52, C, carries -0.151; number 53, C, carries -0.109; number 54, C, carries -0.114; number 55, C, carries -0.101; number 56, C, carries -0.145; number 57, C, carries -0.369; number 58, C, carries -0.144; number 59, C, carries -0.086; number 60, C, carries -0.106; number 61, C, carries -0.107; number 62, C, carries -0.147; number 63, C, carries -0.201; number 64, C, carries -0.169; number 65, C, carries -0.126; number 66, C, carries -0.126; number 67, C, carries -0.096; number 68, C, carries -0.139; number 69, H, carries 0.074; number 70, H, carries 0.094; number 71, H, carries 0.093; number 72, H, carries 0.096; number 73, H, carries 0.094; number 74, H, carries 0.061; number 75, H, carries 0.098; number 76, H, carries 0.092; number 77, H, carries 0.094; number 78, H, carries 0.093; number 79, H, carries 0.091; number 80, H, carries 0.095; number 81, H, carries 0.093; number 82, H, carries 0.099; number 83, H, carries 0.072

---

Across the entries above, molecular weight takes the values 831.38 85.15 990.25 g/mol, respectively.